1.
The following is a DFT calculation (ωB97M-V with the def2-TZVPD basis set) of a molecular structure, C33H45FeN5P.

Net charge ... +2
2S+1 ... 2
<S²> ... 0.80

Cartesian coordinates (Å):
Fe1 0.03 1.06 1.11
C1 0.04 3.65 2.42
C2 -0.67 2.68 3.37
N1 -0.27 1.28 3.10
C3 0.94 0.81 3.82
C4 2.18 1.41 3.17
N2 2.07 1.35 1.68
C5 2.62 2.54 1.00
C6 1.50 3.44 0.45
N3 0.20 3.07 1.05
H1 1.04 3.88 2.79
H2 -0.50 4.60 2.37
H3 -1.75 2.74 3.22
H4 -0.47 2.96 4.41
H5 -1.04 0.67 3.37
H6 0.95 -0.27 3.74
H7 0.90 1.07 4.88
H8 3.07 0.88 3.51
H9 2.30 2.45 3.46
H10 2.54 0.51 1.36
H11 3.25 2.21 0.17
H12 3.27 3.08 1.68
H13 1.43 3.31 -0.63
H14 1.72 4.49 0.63
H15 -0.54 3.43 0.45
C7 -0.42 3.93 -2.33
C8 0.59 3.07 -3.06
C9 1.25 3.65 -4.14
C10 2.15 2.92 -4.91
C11 2.41 1.60 -4.60
C12 1.78 1.01 -3.52
C13 0.87 1.73 -2.74
P1 0.01 0.92 -1.35
C14 0.65 -0.82 -1.47
C15 1.97 -0.92 -1.01
C16 2.66 -2.12 -1.00
C17 2.01 -3.26 -1.46
C18 0.71 -3.16 -1.92
C19 0.00 -1.96 -1.95
C20 -1.39 -1.96 -2.53
C21 -1.75 1.00 -1.68
C22 -2.31 1.09 -2.96
C23 -3.68 1.09 -3.10
C24 -4.49 0.98 -1.97
C25 -3.93 0.92 -0.71
C26 -2.55 0.95 -0.55
C27 -1.94 0.96 0.83
H16 -0.30 4.97 -2.61
H17 -0.31 3.88 -1.25
H18 -1.44 3.64 -2.56
H19 1.04 4.68 -4.39
H20 2.65 3.39 -5.74
H21 3.11 1.02 -5.19
H22 1.99 -0.03 -3.30
H23 2.49 -0.02 -0.70
H24 3.69 -2.16 -0.67
H25 2.53 -4.21 -1.48
H26 0.23 -4.05 -2.32
H27 -1.63 -2.95 -2.91
H28 -1.48 -1.26 -3.36
H29 -2.15 -1.68 -1.80
H30 -1.67 1.15 -3.83
H31 -4.13 1.15 -4.08
H32 -5.57 0.97 -2.08
H33 -4.57 0.87 0.16
H34 -2.30 0.09 1.38
H35 -2.34 1.84 1.36
N4 0.01 -0.88 1.42
C28 -0.08 -2.03 1.49
N5 -0.23 -3.31 1.63
C29 0.88 -4.17 2.11
C30 0.34 -5.18 3.11
C31 -0.84 -5.96 2.51
C32 -1.94 -5.00 2.06
C33 -1.41 -4.00 1.05
H36 1.64 -3.53 2.55
H37 1.31 -4.67 1.24
H38 0.02 -4.66 4.01
H39 1.14 -5.86 3.39
H40 -1.23 -6.66 3.25
H41 -0.49 -6.55 1.66
H42 -2.36 -4.47 2.92
H43 -2.76 -5.55 1.59
H44 -2.15 -3.24 0.79
H45 -1.09 -4.50 0.14


2.
The following is a DFT calculation (ωB97M-V with the def2-TZVPD basis set) of a molecular structure, C33H45HgN3P.

Net charge ... 0
2S+1 ... 2
<S²> ... 0.76

Cartesian coordinates (Å):
Hg1 1.72 0.61 0.34
C1 3.98 -2.76 -1.37
C2 3.18 -3.38 -0.22
C3 3.03 -4.89 -0.43
C4 1.83 -2.73 -0.05
C5 1.35 -2.41 1.21
C6 0.13 -1.77 1.42
C7 -0.31 -1.69 2.88
C8 -1.23 -2.87 3.21
C9 -0.93 -0.38 3.32
C10 -0.62 -1.35 0.30
C11 -0.22 -1.81 -0.98
C12 0.99 -2.48 -1.12
C13 -1.12 -1.74 -2.21
C14 -1.86 -3.07 -2.36
C15 -0.36 -1.45 -3.51
C16 -1.93 -0.61 0.40
C17 -3.06 -1.43 0.49
C18 -4.35 -0.93 0.43
C19 -4.54 0.42 0.22
C20 -3.44 1.26 0.14
C21 -2.13 0.79 0.27
P1 -0.78 2.07 0.32
C22 -1.28 3.46 1.51
C23 -2.67 4.09 1.38
C24 -1.16 2.92 2.93
C25 -0.20 4.54 1.34
C26 -0.70 2.78 -1.43
C27 -1.76 3.81 -1.82
C28 -0.82 1.58 -2.36
C29 0.69 3.40 -1.65
H1 5.02 -3.08 -1.33
H2 3.96 -1.67 -1.31
H3 3.57 -3.05 -2.34
H4 3.74 -3.22 0.70
H5 2.46 -5.10 -1.34
H6 2.50 -5.35 0.41
H7 4.00 -5.37 -0.52
H8 1.95 -2.68 2.08
H9 0.61 -1.82 3.46
H10 -2.22 -2.73 2.77
H11 -1.35 -2.95 4.29
H12 -0.82 -3.81 2.84
H13 -1.93 -0.25 2.92
H14 -0.31 0.45 2.99
H15 -1.00 -0.35 4.41
H16 1.28 -2.82 -2.11
H17 -1.87 -0.96 -2.05
H18 -1.15 -3.89 -2.44
H19 -2.47 -3.06 -3.27
H20 -2.52 -3.27 -1.52
H21 0.10 -2.37 -3.90
H22 0.43 -0.72 -3.39
H23 -1.05 -1.09 -4.27
H24 -2.90 -2.49 0.59
H25 -5.19 -1.60 0.51
H26 -5.54 0.83 0.13
H27 -3.61 2.31 -0.03
H28 -3.45 3.42 1.73
H29 -2.91 4.43 0.38
H30 -2.68 4.97 2.03
H31 -1.90 2.13 3.13
H32 -1.35 3.73 3.63
H33 -0.17 2.53 3.13
H34 -0.37 5.15 0.45
H35 0.80 4.11 1.28
H36 -0.23 5.20 2.21
H37 -2.78 3.42 -1.71
H38 -1.62 4.05 -2.87
H39 -1.67 4.74 -1.26
H40 -1.83 1.18 -2.38
H41 -0.14 0.78 -2.05
H42 -0.54 1.87 -3.38
H43 0.82 4.34 -1.11
H44 0.82 3.62 -2.71
H45 1.49 2.73 -1.35
N1 3.79 0.03 1.46
C30 4.73 0.24 0.79
C31 5.83 0.52 0.01
C32 6.68 -0.52 -0.44
N2 7.37 -1.37 -0.80
C33 6.04 1.87 -0.37
N3 6.17 2.97 -0.69


3.
The following is a DFT calculation (ωB97M-V with the def2-TZVPD basis set) of a molecular structure, C33H46BiNO7S.

Net charge ... +2

Cartesian coordinates (Å):
Bi1 0.35 0.21 0.18
C1 1.66 -0.48 -2.89
C2 1.93 -1.86 -2.34
O1 2.04 -1.77 -0.93
C3 2.08 -3.05 -0.29
C4 0.79 -3.33 0.44
O2 -0.28 -3.13 -0.45
C5 -1.53 -2.95 0.19
C6 -2.49 -2.36 -0.82
O3 -1.95 -1.16 -1.37
C7 -1.53 -1.30 -2.72
C8 -0.75 -0.07 -3.10
O4 0.47 0.11 -2.36
H1 1.59 -0.53 -3.98
H2 2.48 0.19 -2.62
H3 2.87 -2.22 -2.77
H4 1.14 -2.56 -2.61
H5 2.91 -3.05 0.41
H6 2.27 -3.82 -1.04
H7 0.69 -2.64 1.29
H8 0.80 -4.35 0.84
H9 -1.42 -2.26 1.04
H10 -1.92 -3.90 0.57
H11 -3.44 -2.13 -0.34
H12 -2.68 -3.08 -1.62
H13 -2.40 -1.36 -3.38
H14 -0.94 -2.20 -2.85
H15 -1.34 0.82 -2.89
H16 -0.52 -0.09 -4.16
C9 -2.03 2.06 3.76
C10 -1.71 1.68 2.34
O5 -0.55 1.29 2.12
C11 -2.73 1.80 1.31
C12 -4.07 2.02 1.68
C13 -5.06 2.18 0.75
C14 -4.72 2.16 -0.61
C15 -3.42 1.97 -1.01
C16 -2.40 1.77 -0.08
O6 -1.15 1.62 -0.52
H17 -1.11 2.00 4.35
H18 -2.76 1.37 4.17
H19 -2.45 3.06 3.81
H20 -4.33 2.04 2.73
H21 -6.09 2.33 1.06
H22 -5.50 2.30 -1.35
H23 -3.16 1.95 -2.06
C17 -0.70 5.39 -1.37
N1 0.47 4.70 -0.76
C18 0.22 4.41 0.68
C19 0.85 3.47 -1.57
C20 2.08 2.81 -1.03
C21 3.29 3.43 -1.35
C22 4.50 2.94 -0.89
C23 4.50 1.80 -0.10
C24 3.30 1.16 0.20
C25 2.07 1.65 -0.24
H24 -0.92 6.29 -0.82
H25 -1.55 4.71 -1.32
H26 -0.47 5.63 -2.41
H27 1.27 5.33 -0.80
H28 -0.65 3.76 0.75
H29 0.04 5.35 1.19
H30 1.09 3.91 1.10
H31 1.02 3.84 -2.58
H32 -0.03 2.83 -1.56
H33 3.29 4.31 -1.99
H34 5.43 3.43 -1.15
H35 5.43 1.39 0.26
H36 3.34 0.26 0.80
C26 1.92 4.00 7.15
C27 1.72 2.83 6.23
C28 2.35 2.77 4.99
C29 2.20 1.67 4.15
C30 1.40 0.62 4.58
C31 0.74 0.66 5.80
C32 0.91 1.76 6.62
S1 1.19 -0.81 3.55
C33 2.50 -1.84 4.22
O7 1.71 -0.42 2.18
H37 2.43 4.82 6.64
H38 2.52 3.71 8.01
H39 0.96 4.37 7.52
H40 2.97 3.60 4.67
H41 2.68 1.62 3.18
H42 0.11 -0.16 6.11
H43 0.41 1.79 7.58
H44 3.43 -1.29 4.11
H45 2.51 -2.77 3.65
H46 2.28 -2.04 5.27


Record order is preserved below.
Energy above the lowest of the compared OMol25 structures with the same formula, charge and spin: 0.00; 15.50; 0.00 kcal/mol